Density functional theory data (wB97M-V/def2-TZVPD) for one molecule with the formula C3H5N3OS at a distorted geometry.

## Properties
**Orbital gap (spin up / spin down)**: 8.60 / 8.60 eV
**DFT total energy**: -754.90008 Ha
**LUMO (spin up / spin down)**: -0.063 / -0.063 eV
**Multiplicity**: 1
**Energy relative to the best compared isomer or geometry (same formula, charge and spin)**: 87.2 kcal per mole
**SMILES**: CN1C(=O)N1C(N)=S

```
13
Properties=species:S:1:pos:R:3:mulliken_charge:R:1
C -0.84859 -1.37307 -0.04888 0.202
C -0.33798 0.72612 -1.35085 0.716
C 0.93572 1.76345 0.61555 -0.706
N -0.12829 -0.30440 -0.57366 -0.253
N -0.24543 1.19636 -0.09333 -0.233
N -0.03639 -2.26781 0.50305 -0.308
O -0.77348 0.95270 -2.41821 -0.502
S -2.45512 -1.49874 -0.38693 -0.307
H 1.06659 1.28258 1.64223 0.262
H 1.66758 1.78102 -0.19323 0.344
H 0.59580 2.79672 0.84426 0.275
H 0.95717 -1.94464 0.55498 0.274
H -0.39759 -3.11029 0.90502 0.237
```